Run i
An isolated molecule of C2H3N3O2, computed with wB97M-V/def2-TZVPD.

CARTESIAN COORDINATES (ANGSTROEM)
C -0.06821 0.77925 0.59073
C 0.78153 -1.35256 -0.54091
H -1.36067 2.13904 0.46682
H -1.72001 0.13457 -0.21092
H 1.26398 -2.19213 -1.24121
N -0.37951 2.04815 0.58048
N -0.91563 -0.24414 0.19930
N 1.64552 -0.84160 0.23905
O -0.45665 -0.84116 -0.97171
O 1.20967 0.37059 0.88838

Computed properties:
SMILES: [H]/N=C1\NOC=NO1
2S+1: 1
HOMO: -10.15 eV
LUMO: 0.531 eV
M: 101.06 g mol⁻¹
frontier orbital gap: 0.3924 hartree

Run ii
A structure of composition C2H3N3O2, computed with wB97M-V/def2-TZVPD.

CARTESIAN COORDINATES (ANGSTROEM)
N 0.66386 0.35110 1.56072
C -0.42680 -0.26054 1.04213
N -1.04960 -1.35941 1.03026
O -1.41989 0.14531 0.29975
C -0.29480 0.04398 -2.01503
O -1.32034 0.08933 -2.56486
N 0.75281 0.07349 -1.38211
H 0.88063 1.25300 1.15772
H 0.71592 0.31263 2.56882
H 1.58642 -0.36238 -1.74129

Computed properties:
2S+1: 1
HOMO: -9.54 eV
LUMO: 0.483 eV
M: 101.06 g mol⁻¹
frontier orbital gap: 0.3684 hartree

Run iii
An isolated molecule of C2H3N3O2, computed with wB97M-V/def2-TZVPD.

CARTESIAN COORDINATES (ANGSTROEM)
C 0.24647 1.59189 0.07165
C 0.41901 0.05834 0.02236
N 0.17839 2.74249 -0.12248
N 0.01252 -0.46656 1.36429
N -0.46276 -0.36350 -1.03955
O -0.00941 -0.30036 -2.17029
O -1.54331 -0.81735 -0.73422
H 1.41113 -0.30209 -0.24412
H 0.66432 -1.17218 1.64139
H -0.91636 -0.97069 1.21096

Computed properties:
SMILES: N#C[C@@H](N)[N+](=O)[O-]
2S+1: 1
HOMO: -11.22 eV
LUMO: -0.784 eV
M: 101.06 g mol⁻¹
frontier orbital gap: 0.3836 hartree

Run iv
A cluster of 2 separate species, C2H3N3O2 in total, computed with wB97M-V/def2-TZVPD.

CARTESIAN COORDINATES (ANGSTROEM)
N 1.81465 0.37018 0.47255
C 0.56600 0.16234 -0.03361
N -0.08794 1.51009 -0.16099
O -1.22426 1.45305 -0.52243
C -3.04291 -0.92223 -0.62765
O -3.11883 -0.91602 0.50722
N -0.06020 -0.88737 -0.35710
H 2.50325 -0.36406 0.44481
H 2.15052 1.32137 0.49354
H 0.49972 -1.72736 -0.21634

Computed properties:
2S+1: 1
HOMO: -9.58 eV
LUMO: -0.789 eV
M: 101.06 g mol⁻¹
frontier orbital gap: 0.3232 hartree

Computed energies relative to the best structure, in kcal/mol: run i 45.3; run ii 6.1; run iii 24.6; run iv 0.0

Run i
A cluster of 2 separate species, C2H3Cl2N in total, computed with wB97M-V/def2-TZVPD.

CARTESIAN COORDINATES (ANGSTROEM)
C -2.48440 0.97336 1.12784
C -1.50693 -1.38918 0.70781
N -1.16141 -2.40527 1.37255
Cl -1.61937 1.64472 -0.12876
Cl -1.61391 -1.37390 -0.92324
H -2.16404 1.10284 2.10489
H -3.37659 0.41218 0.87551
H -1.11503 -2.38752 2.37399

Computed properties:
2S+1: 1
HOMO (alpha / beta): -8.29 / -8.51 eV
LUMO (alpha / beta): -0.551 / -0.006 eV
M: 111.96 g mol⁻¹
frontier orbital gap (alpha / beta): 0.2845 / 0.3126 hartree

Run ii
An isolated molecule of C2H3Cl2N, computed with wB97M-V/def2-TZVPD.

CARTESIAN COORDINATES (ANGSTROEM)
C -0.24417 -0.49194 0.99483
C 0.59218 0.61804 -0.74670
N -0.35715 -0.11303 -0.24276
Cl -1.69185 -0.92564 1.85636
Cl 0.80467 0.61795 -2.47364
H 0.57034 -0.15375 1.60346
H 1.49243 0.81953 -0.19105
H -1.16646 -0.37116 -0.80050

Computed properties:
2S+1: 1
HOMO (alpha / beta): -7.16 / -7.17 eV
LUMO (alpha / beta): 0.679 / 0.685 eV
M: 111.96 g mol⁻¹
frontier orbital gap (alpha / beta): 0.2882 / 0.2888 hartree

Run iii
A cluster of 2 separate species, C2H3Cl2N in total, computed with wB97M-V/def2-TZVPD.

CARTESIAN COORDINATES (ANGSTROEM)
C 0.62178 -0.07692 0.33083
C 0.99276 1.36267 0.27280
N -0.44884 0.99592 0.36767
Cl 1.50427 1.79149 -1.36599
Cl 1.48888 2.50332 1.40449
H 0.80737 -0.61923 -0.55793
H 0.93286 -0.59229 1.34985
H -1.04353 1.26355 -1.19986

Computed properties:
2S+1: 1
HOMO (alpha / beta): -10.00 / -10.00 eV
LUMO (alpha / beta): -0.788 / -0.789 eV
M: 111.96 g mol⁻¹
frontier orbital gap (alpha / beta): 0.3385 / 0.3384 hartree

Run iv
A cluster of 2 separate species, C2H3Cl2N in total, computed with wB97M-V/def2-TZVPD.

CARTESIAN COORDINATES (ANGSTROEM)
C 0.06781 -0.22805 -0.55766
C -0.16922 0.44874 0.77268
N -1.02143 -0.37327 0.34700
Cl -1.26391 3.95141 1.55826
Cl -2.50829 -1.23392 0.42164
H -0.13805 0.23076 -1.48481
H 0.84516 -1.12646 -0.73024
H -1.57147 3.08844 2.36201

Computed properties:
2S+1: 1
HOMO: -9.56 eV
LUMO: -0.135 eV
M: 111.96 g mol⁻¹
frontier orbital gap: 0.3465 hartree

Computed energies relative to the best structure, in kcal/mol: run i 31.8; run ii 0.0; run iii 48.2; run iv 53.1

Run i
An isolated molecule of C5H7N, computed with wB97M-V/def2-TZVPD.

CARTESIAN COORDINATES (ANGSTROEM)
N 0.25852 -0.13491 1.86916
C 0.06397 -1.16901 1.23777
C -0.19155 -2.11355 0.37254
C 0.51817 0.69171 -0.49172
C 0.24032 1.03464 0.94460
C -0.34198 0.89553 -1.48127
H -1.22066 -2.25562 0.06645
H 0.61086 -2.61404 -0.15329
H 1.48839 0.23560 -0.69551
H 0.97856 1.75891 1.29696
H -0.75186 1.48920 1.03810
H -1.34567 1.26818 -1.28753
H -0.07872 0.69521 -2.51513

Computed properties:
SMILES: C=C=NCC=C
2S+1: 1
HOMO: -9.09 eV
LUMO: 1.100 eV
M: 81.12 g mol⁻¹
frontier orbital gap: 0.3743 hartree

Run ii
An isolated molecule of C5H7N, computed with wB97M-V/def2-TZVPD.

CARTESIAN COORDINATES (ANGSTROEM)
C -0.61978 0.66848 -1.40872
C 0.70680 0.09698 -0.68882
C 0.39475 0.88009 0.40388
N 0.07233 0.14836 1.47478
C 0.32774 -1.18681 1.17781
C 0.72413 -1.26839 -0.12045
H -0.88358 -0.11469 -2.09083
H -1.54437 0.85464 -0.78374
H -0.40949 1.60545 -1.91921
H 0.28798 1.95276 0.38451
H -0.37306 0.50080 2.30207
H 0.21106 -1.92333 1.95589
H 1.03103 -2.20263 -0.59460

Computed properties:
SMILES: Cc1cc[nH]c1
2S+1: 1
HOMO: -7.74 eV
LUMO: 0.934 eV
M: 81.12 g mol⁻¹
frontier orbital gap: 0.3188 hartree

Run iii
A structure of composition C5H7N, computed with wB97M-V/def2-TZVPD.

CARTESIAN COORDINATES (ANGSTROEM)
C -1.08426 0.89959 0.19994
C -0.97753 -0.58180 0.00486
C -0.16291 0.63817 -0.89307
N 1.26566 0.32148 -0.79294
C 1.43028 -0.17973 0.55317
C 0.36140 -1.11109 0.23709
H -0.78354 1.31855 1.14492
H -2.03189 1.28438 -0.14920
H -1.77644 -1.21607 -0.38069
H -0.46830 0.89549 -1.90646
H 1.25295 0.52681 1.35739
H 2.39518 -0.65503 0.66802
H 0.57941 -2.14075 -0.04305

Computed properties:
2S+1: 1
HOMO (alpha / beta): -6.69 / -7.38 eV
LUMO (alpha / beta): -0.050 / 0.252 eV
M: 81.12 g mol⁻¹
frontier orbital gap (alpha / beta): 0.2441 / 0.2803 hartree

Run iv
An isolated molecule of C5H7N, computed with wB97M-V/def2-TZVPD.

CARTESIAN COORDINATES (ANGSTROEM)
C -0.71467 -1.03113 -0.85860
C 0.09213 -0.00636 -0.10277
C 1.27241 -0.53860 0.62185
N 1.42090 0.14190 -0.68354
C -0.64328 1.12611 0.43079
C -1.34455 1.99844 0.86393
H -1.25648 -0.56629 -1.68722
H -1.41161 -1.51075 -0.17048
H -0.02520 -1.77935 -1.27178
H 1.71583 -0.10945 1.51655
H 1.24452 -1.63202 0.68245
H 1.69174 1.13165 -0.59882
H -1.98445 2.77087 1.23726

Computed properties:
SMILES: C#C[C@]1(C)CN1
2S+1: 1
HOMO: -9.21 eV
LUMO: 1.092 eV
M: 81.12 g mol⁻¹
frontier orbital gap: 0.3787 hartree

Computed energies relative to the best structure, in kcal/mol: run i 0.0; run ii 8.5; run iii 65.4; run iv 13.1

Run i
An isolated molecule of C5H7N, computed with wB97M-V/def2-TZVPD.

CARTESIAN COORDINATES (ANGSTROEM)
N 0.86093 -0.69995 1.22124
C 1.51493 -0.23515 0.29739
C 2.24041 0.24657 -0.68237
C -1.16006 0.45444 0.31606
C -0.61477 -0.64291 1.18725
C -1.50809 0.27872 -0.95414
H 2.47670 -0.37526 -1.53780
H 2.58439 1.27356 -0.65794
H -1.18519 1.45237 0.75267
H -0.95116 -0.53332 2.22234
H -0.95939 -1.62265 0.83746
H -1.46197 -0.70207 -1.42451
H -1.83673 1.10564 -1.57765

Computed properties:
SMILES: C=C=NCC=C
2S+1: 1
HOMO: -8.88 eV
LUMO: 1.096 eV
M: 81.12 g mol⁻¹
frontier orbital gap: 0.3666 hartree

Run ii
An isolated molecule of C5H7N, computed with wB97M-V/def2-TZVPD.

CARTESIAN COORDINATES (ANGSTROEM)
C 1.18869 0.49025 0.33392
C -0.10544 1.13298 0.81553
C 0.64750 -0.41242 -0.83509
N -0.73257 -0.09780 -1.00535
C -0.57988 -1.41037 -0.43927
C -1.11384 0.76348 0.03654
H 1.69760 -0.10818 1.09889
H 1.93125 1.26160 0.04444
H -0.22454 1.75760 1.68841
H 1.30662 -0.60857 -1.68180
H -0.45006 -1.54359 0.63048
H -1.37766 -2.08879 -0.80388
H -2.18768 0.86384 0.11719

Computed properties:
SMILES: C1=CN2C[C@@H]2C1
2S+1: 1
HOMO: -8.43 eV
LUMO: 1.200 eV
M: 81.12 g mol⁻¹
frontier orbital gap: 0.3539 hartree

Computed energies relative to the best structure, in kcal/mol: run i 0.0; run ii 19.3

Run i
An isolated molecule of C5H7N, computed with wB97M-V/def2-TZVPD.

CARTESIAN COORDINATES (ANGSTROEM)
C -1.30466 -0.66538 0.29272
C -0.14908 0.08541 -0.35638
C 1.09659 0.42961 0.45163
C 1.12513 -0.73523 -0.48207
C -0.51838 1.42911 -0.74095
N -0.74901 2.54567 -0.51422
H -0.93930 -1.51855 0.87206
H -1.88865 -0.01556 0.95001
H -1.97211 -1.06122 -0.48167
H 0.85948 0.67529 1.48009
H 1.64655 1.24389 -0.01195
H 0.98616 -1.75745 -0.13444
H 1.80727 -0.65559 -1.32485

Computed properties:
SMILES: CC1(C#N)CC1
2S+1: 1
HOMO: -9.70 eV
LUMO: 0.898 eV
M: 81.12 g mol⁻¹
frontier orbital gap: 0.3896 hartree

Run ii
An isolated molecule of C5H7N, computed with wB97M-V/def2-TZVPD.

CARTESIAN COORDINATES (ANGSTROEM)
C -0.61431 -1.62611 -1.08400
C 0.80082 -1.19024 -1.35235
C 0.61899 0.38590 -0.59017
C -0.46503 0.05266 0.35959
C -0.83654 0.95284 1.60568
N -0.99457 -1.11189 0.13173
H 1.58771 -1.79136 -0.95402
H 1.05511 -0.91125 -2.33921
H 1.44336 0.89742 0.06963
H 0.26745 0.84006 -1.49531
H -0.57736 0.47612 2.55569
H -1.92341 1.10729 1.64986
H -0.36224 1.91856 1.44289

Computed properties:
2S+1: 1
HOMO: -8.10 eV
LUMO: -0.151 eV
M: 81.12 g mol⁻¹
frontier orbital gap: 0.2919 hartree

Computed energies relative to the best structure, in kcal/mol: run i 0.0; run ii 47.0

Run i
A cluster of 2 separate species, C4H6 in total, computed with wB97M-V/def2-TZVPD.

CARTESIAN COORDINATES (ANGSTROEM)
C -1.10245 -0.27610 -0.04119
C -2.22495 0.31627 -0.04511
C 2.57079 0.62605 0.11641
C 2.41297 -0.48399 -0.19275
H -1.19344 -1.15117 0.60236
H -0.18612 -0.29587 -0.71057
H -2.88645 0.10026 0.83216
H -2.46684 1.06255 -0.84849
H 2.90604 1.71020 0.22867
H 2.17042 -1.60822 0.05851

Computed properties:
SMILES: C#C.C=C
2S+1: 1
HOMO: -10.17 eV
LUMO: 1.253 eV
M: 54.09 g mol⁻¹
frontier orbital gap: 0.4199 hartree

Run ii
An isolated molecule of C4H6, computed with wB97M-V/def2-TZVPD.

CARTESIAN COORDINATES (ANGSTROEM)
C 0.03238 -0.34897 0.07696
C -0.19626 -1.82474 -0.07749
C 0.16210 0.80846 -0.74841
C -0.14717 0.94218 0.74114
H -0.23910 -2.19676 0.85899
H 0.09255 -2.31306 -0.93875
H 1.02593 1.17600 -1.12782
H -0.56045 0.97278 -1.56653
H -1.15791 1.31581 1.24105
H 0.62193 1.32992 1.40296

Computed properties:
SMILES: C=C1CC1
2S+1: 1
HOMO: -8.88 eV
LUMO: 0.952 eV
M: 54.09 g mol⁻¹
frontier orbital gap: 0.3612 hartree

Run iii
An isolated molecule of C4H6, computed with wB97M-V/def2-TZVPD.

CARTESIAN COORDINATES (ANGSTROEM)
C 1.83929 -0.03015 -0.16461
C 0.62084 -0.78797 0.12775
C -0.57641 -0.69664 0.22144
C -1.83171 0.04268 0.15985
H 2.32189 -0.34056 -1.09079
H 2.55187 0.00287 0.65795
H 1.45340 0.98664 -0.31051
H -1.76173 0.86522 0.88175
H -2.73045 -0.53518 0.35602
H -1.88699 0.49309 -0.83886

Computed properties:
SMILES: CC#CC
2S+1: 1
HOMO: -9.30 eV
LUMO: 1.078 eV
M: 54.09 g mol⁻¹
frontier orbital gap: 0.3813 hartree

Run iv
An isolated molecule of C4H6, computed with wB97M-V/def2-TZVPD.

CARTESIAN COORDINATES (ANGSTROEM)
C 1.14738 -0.03569 1.50491
C -1.14981 -0.03660 -1.53820
C 0.08406 0.14475 0.80614
C -0.04788 -0.10567 -0.78216
H 1.09321 0.18333 2.55729
H 2.00487 -0.47621 1.03009
H -1.26798 -0.27763 -2.59505
H -2.05635 0.31057 -1.11358
H -0.85079 0.58710 1.15193
H 1.04330 -0.29395 -1.02134

Computed properties:
SMILES: C=CC=C
2S+1: 1
HOMO: -9.38 eV
LUMO: 1.258 eV
M: 54.09 g mol⁻¹
frontier orbital gap: 0.3910 hartree

Computed energies relative to the best structure, in kcal/mol: run i 54.6; run ii 37.3; run iii 10.5; run iv 0.0

Run i
An isolated molecule of C4H6, computed with wB97M-V/def2-TZVPD.

CARTESIAN COORDINATES (ANGSTROEM)
C -1.24330 1.04214 -0.08125
C -0.54503 -0.17357 0.47092
C 0.63019 -0.58719 0.06593
C 1.77471 -1.08705 -0.31727
H -2.11466 0.90868 -0.72402
H -0.50050 1.63959 -0.60875
H -1.56441 1.64186 0.78010
H -0.95554 -0.62619 1.36514
H 1.83394 -2.15321 -0.31605
H 2.68460 -0.60506 -0.63477

Computed properties:
SMILES: C=C=CC
2S+1: 1
HOMO: -8.27 eV
LUMO: 0.733 eV
M: 54.09 g mol⁻¹
frontier orbital gap: 0.3307 hartree

Run ii
An isolated molecule of C4H6, computed with wB97M-V/def2-TZVPD.

CARTESIAN COORDINATES (ANGSTROEM)
C 0.27964 -0.70052 1.18846
C -0.35883 -1.63223 -0.16435
C -0.26306 -0.41518 -0.48521
C -0.22251 0.90872 -1.12519
H 1.22168 -1.21458 1.38352
H -0.45634 -0.90713 1.96551
H 0.49305 0.37802 1.23092
H -0.86838 1.63752 -0.62207
H -0.58659 0.77117 -2.14736
H 0.79730 1.30815 -1.16979

Computed properties:
2S+1: 1
HOMO: -9.62 eV
LUMO: 0.919 eV
M: 54.09 g mol⁻¹
frontier orbital gap: 0.3875 hartree

Computed energies relative to the best structure, in kcal/mol: run i 0.0; run ii 32.6

Run i
A cluster of 2 separate species, C4H6 in total, computed with wB97M-V/def2-TZVPD.

CARTESIAN COORDINATES (ANGSTROEM)
C 0.77526 -0.26541 0.07052
C 2.00952 0.03207 0.00402
C -1.90298 -0.35744 -0.01879
C -1.27970 0.65572 -0.11974
H -0.02986 0.15628 0.88300
H 0.40806 -1.10946 -0.44555
H 2.57823 0.82280 0.48844
H 2.50312 -0.59457 -0.70733
H -2.31804 -1.20115 0.42609
H -0.75408 1.53647 -0.26075

Computed properties:
SMILES: C#C.C=C
2S+1: 1
HOMO: -9.12 eV
LUMO: 1.085 eV
M: 54.09 g mol⁻¹
frontier orbital gap: 0.3752 hartree

Run ii
A cluster of 2 separate species, C4H6 in total, computed with wB97M-V/def2-TZVPD.

CARTESIAN COORDINATES (ANGSTROEM)
C -2.04504 0.58183 0.02193
C -2.66078 -0.42024 -0.24084
C 2.10375 -0.00696 -0.38868
C 1.00886 -0.09995 0.48496
H -1.50533 1.50282 0.24809
H -3.19151 -1.36894 -0.34435
H 2.90876 -0.69606 -0.37876
H 2.28739 0.86394 -0.96423
H 1.07770 -0.94400 1.04948
H 0.01620 0.58757 0.51241

Computed properties:
SMILES: C#C.C=C
2S+1: 1
HOMO: -9.70 eV
LUMO: 1.236 eV
M: 54.09 g mol⁻¹
frontier orbital gap: 0.4020 hartree

Computed energies relative to the best structure, in kcal/mol: run i 28.5; run ii 0.0